15
Properties=species:S:1:pos:R:3:forces:R:3 method="wB97M-V/def2-TZVPD" homo_lumo_gap_ev=10.37 spin_multiplicity=1 smiles="O=C1CC[C@@H]1CO" lumo_energy_ev=0.78 fmax_ev_per_a=0.6 de_lowest_kcal_mol=29.42 total_charge=0
O 0.1892 2.3077 0.5781 0.163 -0.549 -0.138
C 0.5362 1.1749 0.3754 -0.122 0.451 0.141
C 1.8830 0.4988 0.1276 0.118 0.081 -0.009
C 1.0885 -0.7013 -0.4558 0.020 -0.196 -0.093
C -0.2346 -0.1267 0.1322 -0.139 0.008 -0.006
C -1.5597 -0.0640 -0.6365 0.282 0.248 -0.191
O -2.5302 -0.9878 -0.1771 0.016 -0.005 0.212
H 2.5736 1.0355 -0.5286 -0.112 -0.072 0.078
H 2.3993 0.2686 1.0671 -0.127 0.036 -0.135
H 1.3827 -1.6903 -0.0985 -0.070 0.148 -0.073
H 1.0914 -0.7039 -1.5509 -0.048 0.032 0.187
H -0.4181 -0.5818 1.1155 0.005 0.067 -0.082
H -1.9486 0.9650 -0.5822 0.094 -0.175 0.013
H -1.3997 -0.2987 -1.6954 0.021 0.044 0.203
H -2.7650 -0.7243 0.7205 -0.100 -0.117 -0.109